No. 1
Formula: C9H15N2
Source: OMol25
Level of theory: ωB97M-V/def2-TZVPD

```
26
Properties=species:S:1:pos:R:3:forces:R:3
C 0.431 -0.746 0.693 0.9 0.6 1.1
H 0.683 -3.067 -1.955 -0.7 1.7 1.2
H -0.020 -1.298 -2.194 0.6 -2.2 2.3
C 0.261 -2.153 -1.365 -2.1 -0.5 -2.1
C 2.300 0.339 -1.497 -1.6 0.4 0.0
H 1.720 -2.405 0.185 -0.2 0.1 0.3
H 0.926 0.503 2.321 0.1 1.6 0.9
H -0.992 2.455 -2.136 0.0 0.7 -0.6
N 2.310 -0.815 -0.986 0.9 -0.8 1.0
H -2.077 0.420 1.367 0.1 0.7 -0.8
H 2.439 0.155 1.192 -1.5 0.8 0.5
C -0.672 2.230 -1.145 0.7 0.5 0.5
H 1.819 -0.989 2.308 -0.5 0.8 -0.3
H -2.004 3.198 0.369 0.6 -0.9 -0.2
H 0.244 2.805 -0.815 -0.9 0.0 -0.7
C 1.188 -1.600 -0.315 -0.7 0.2 -1.0
H 3.256 -1.251 -0.774 -1.1 0.8 -0.8
H -0.234 -1.411 1.306 0.3 0.6 -0.8
C -1.736 2.213 -0.095 -0.4 1.3 2.2
C -1.341 1.112 0.890 0.7 0.5 1.9
H -2.616 1.848 -0.464 -2.5 -0.6 -1.7
C 1.463 -0.121 1.677 1.3 -3.4 -0.5
N -0.356 0.381 0.119 0.2 -1.3 -1.4
H -0.787 1.559 1.717 -0.1 0.0 0.3
C -0.129 0.900 -1.042 3.9 -2.1 0.2
H -0.728 -2.483 -0.781 2.0 0.6 -1.6
```
Positions in Å, forces in eV/Å.

Output
Highest occupied orbital energy (spin up / spin down) in eV: -12.87 / -12.87
Maximum force in eV/Å: 4.5
Charge: +1
LUMO energy (spin up / spin down) in eV: -4.66 / -4.66



No. 2
Formula: C27H18GaN5O6S2
Source: OMol25
Level of theory: ωB97M-V/def2-TZVPD

```
59
Properties=species:S:1:pos:R:3:forces:R:3
H 2.091 -1.242 -5.838 -0.3 -0.6 -1.3
H 1.565 0.550 6.039 -1.6 -0.3 -1.2
C -2.972 4.429 -2.885 -1.3 2.4 0.9
O -2.441 0.395 -3.547 0.3 -1.5 0.8
C 3.075 0.029 -4.496 -1.1 -0.1 -1.3
C -2.924 2.513 -4.292 0.5 -0.5 -0.1
H 3.650 -3.656 4.285 0.5 0.0 0.7
N -1.689 1.942 0.224 -1.3 -1.7 -0.6
C 2.089 -0.910 -4.848 0.5 -0.1 2.3
C -2.284 1.406 -0.833 0.1 -0.2 0.2
C 0.654 -2.241 2.432 0.6 0.5 -0.6
C -2.588 2.258 -1.970 0.6 -0.7 0.8
H -2.491 -0.137 -2.708 0.2 0.3 -0.6
C -2.778 3.628 -1.768 0.0 0.2 -0.7
C 1.829 -1.576 2.335 3.1 0.9 1.2
H -2.206 -1.417 5.531 -0.5 -0.5 0.4
C 0.144 -1.009 -1.635 -0.3 0.2 -1.3
O -0.835 -1.765 -1.870 1.1 0.1 1.0
O 3.432 0.408 -6.764 0.1 -0.2 -0.4
S -1.224 -3.798 3.235 1.0 -0.5 0.4
H 3.838 -1.447 3.216 -0.8 -0.8 -0.3
O 4.669 1.506 -5.355 -1.2 -1.3 -0.5
N -1.574 0.921 1.167 2.2 1.1 3.0
C -1.451 -2.710 1.970 -0.2 1.1 -0.7
C -0.715 0.608 3.510 -0.5 0.5 -0.1
C 1.548 -3.890 4.018 -0.9 2.2 -0.8
C -3.135 3.853 -4.156 0.9 0.5 1.0
H -3.189 5.572 -2.746 0.6 -2.3 -0.3
C 0.625 0.302 5.415 3.6 1.6 0.5
C 2.768 -3.190 3.908 -0.9 -1.3 0.0
H 3.901 1.409 -3.070 -0.9 -1.3 0.1
H -0.146 -1.080 6.915 0.3 0.2 -0.7
O -2.576 0.112 -0.988 0.0 1.6 0.5
S -2.904 -2.442 1.075 -0.3 -0.6 0.3
C -0.234 -0.621 5.919 -1.5 -0.5 0.3
C -0.977 1.340 2.278 -2.3 -1.6 -3.0
C 0.442 0.938 4.169 0.2 -0.1 1.4
C 2.892 -2.037 3.157 -0.1 1.4 -1.1
H 1.950 -0.672 1.715 -0.2 -0.7 0.3
O 0.167 -0.205 -0.658 -0.6 -0.6 1.3
C 2.300 0.034 -2.291 1.0 2.5 1.5
H 2.341 0.490 -1.287 -0.2 -0.4 -0.6
N -1.671 -0.149 4.034 0.1 -1.7 0.6
N -0.408 -1.929 1.671 -2.9 -0.9 -0.6
C 0.483 -3.282 3.297 0.0 -2.4 1.8
C 3.188 0.550 -3.234 0.8 0.5 0.0
H -3.307 4.502 -4.998 -0.2 -0.1 -0.2
C -1.409 -0.805 5.192 0.2 1.3 -1.4
H -2.789 3.972 -0.725 0.1 0.1 -0.7
C -2.573 1.665 -3.227 -1.6 2.2 -0.8
H -2.964 2.013 -5.225 -0.2 -0.2 -1.0
N 3.792 0.672 -5.650 1.1 1.4 1.7
H 1.038 1.776 3.779 0.1 -0.8 0.4
H -0.769 2.364 2.219 0.7 1.5 0.3
Ga -1.537 -0.900 0.220 0.9 0.9 -0.7
H 0.481 -2.138 -4.099 -0.3 -0.1 0.0
H 1.313 -4.710 4.688 0.5 -0.1 -0.2
C 1.267 -0.789 -2.599 -0.6 -2.0 -0.7
C 1.227 -1.408 -3.849 0.8 1.3 -1.2
```
Positions in Å, forces in eV/Å.

Output
Highest occupied orbital energy in eV: -8.21
Maximum force in eV/Å: 4.1
LUMO energy in eV: -0.69



No. 3
Formula: C51H42N2O6P2Ta
Source: OMol25
Level of theory: ωB97M-V/def2-TZVPD

```
104
Properties=species:S:1:pos:R:3:forces:R:3
C -2.950 2.979 0.849 0.1 0.3 -0.2
H -4.985 2.246 -5.352 0.0 -0.1 0.0
H 1.449 -5.577 0.489 0.0 0.1 0.0
C 2.159 -4.788 0.273 0.0 0.0 0.0
C -2.742 -1.358 2.959 0.1 0.1 0.0
H -4.960 -2.018 -5.731 0.0 0.1 0.0
C 4.137 1.442 3.375 0.0 0.0 0.0
C 0.577 2.771 3.643 0.0 0.3 0.1
N -2.766 0.877 -1.251 -0.1 -0.3 0.3
C 3.095 -0.251 2.016 -0.2 -0.1 0.1
C 0.861 0.638 4.859 0.0 -0.3 0.0
H 2.717 0.797 -2.838 0.0 0.0 -0.1
H -0.843 5.013 -4.176 0.0 -0.1 0.0
H 0.327 3.283 2.720 0.0 -0.1 0.1
H -2.194 -1.112 3.864 0.0 0.0 0.1
C -4.669 -1.112 -5.211 0.0 -0.1 0.0
O -2.394 -0.446 1.895 0.3 0.4 -0.4
H -4.072 3.266 4.029 0.0 0.0 0.0
H 5.058 0.747 5.184 0.0 0.0 0.0
C -3.489 3.565 1.986 0.0 0.0 0.1
C -3.918 -1.213 -4.017 0.1 -0.1 0.0
O -1.500 -1.560 -0.640 -0.7 -1.0 -0.5
C -3.540 -0.039 -3.324 0.1 0.0 0.1
H 0.674 -2.425 -6.533 0.0 0.0 0.0
C 0.377 -2.805 -2.708 0.0 0.0 -0.1
O 0.160 1.251 1.295 0.0 -0.3 0.6
C 0.471 -3.797 -4.894 0.0 0.0 0.0
H 0.374 -4.919 -3.061 0.0 0.1 0.0
H -3.662 2.112 -3.284 0.0 -0.1 0.0
C 0.561 -1.400 -4.658 0.0 0.0 0.0
H 0.853 -0.448 4.885 0.0 0.2 -0.1
C -2.319 -1.453 -1.734 0.1 0.3 0.5
H -1.529 3.020 -5.472 0.1 0.0 0.1
C -2.760 0.899 2.041 -0.2 -0.4 0.3
O 0.141 -0.637 2.433 0.1 0.5 -0.6
C 4.376 -4.091 -0.390 0.0 0.0 0.0
C 0.007 1.469 -2.882 -0.1 0.1 0.1
H -3.445 0.880 4.079 0.0 0.1 -0.1
C 3.432 1.087 2.235 0.0 0.0 0.0
H 4.756 -1.983 -0.405 0.0 -0.1 0.0
H -2.470 -2.349 2.618 0.0 -0.1 -0.1
H 3.160 1.860 1.526 0.0 0.0 0.0
H 0.858 2.491 -1.172 0.0 0.0 0.0
C -3.938 1.211 -3.818 -0.1 0.1 0.1
H 3.172 -2.262 2.804 0.0 0.0 0.0
C -0.702 1.624 -4.071 0.0 0.1 0.0
H -1.056 0.769 -4.628 0.1 -0.1 -0.1
C 1.204 2.778 5.907 0.1 0.2 0.3
C 1.798 -3.456 0.422 0.1 0.0 0.0
C 2.940 0.360 -0.742 0.1 0.1 0.1
C -3.294 1.463 3.178 0.0 0.0 0.2
C 4.020 -2.762 -0.229 0.0 0.0 -0.1
C 1.802 2.128 7.972 -0.2 -0.1 -0.6
C -4.671 1.279 -4.977 -0.1 0.0 -0.1
C 3.433 -1.221 2.962 0.0 0.0 0.0
H 2.794 -0.920 -2.462 0.0 0.0 0.0
H 2.838 2.135 8.280 0.3 0.0 0.0
C -0.996 2.903 -4.534 0.0 -0.1 0.0
C 4.132 -0.857 4.102 0.0 0.0 0.0
C -5.027 0.114 -5.689 -0.1 0.2 -0.1
P 0.576 -0.094 -2.183 0.3 0.1 0.3
H -2.515 -3.562 -1.951 0.0 0.1 -0.1
H -3.904 -3.368 -3.981 0.0 0.1 0.0
C -2.786 -2.592 -2.350 0.1 -0.5 -0.1
H 0.792 -3.217 0.765 0.0 0.0 0.0
H 0.901 4.587 4.775 0.0 -0.1 0.0
C 3.450 -5.100 -0.137 0.0 0.0 0.0
H -5.595 0.196 -6.608 0.0 0.0 0.1
C 4.490 0.471 4.304 0.0 0.0 0.0
H 2.661 1.371 -0.440 0.0 0.0 0.0
H -3.788 4.605 1.967 0.0 -0.1 0.0
P 2.245 -0.755 0.510 0.1 0.0 -0.3
Ta -0.425 -0.462 0.387 -0.2 0.9 1.5
C -3.558 -2.467 -3.482 -0.1 -0.1 -0.1
C 0.566 1.369 3.676 0.0 -0.1 0.0
H 0.338 -2.934 -1.636 0.0 0.0 0.0
H 5.382 -4.344 -0.703 -0.1 0.0 0.0
C 0.428 -1.529 -3.274 -0.3 -0.1 -0.1
C 2.721 -2.441 0.166 -0.1 -0.1 0.1
O 1.559 3.258 7.090 0.0 -0.1 0.1
H 0.329 4.742 -2.011 0.0 -0.1 0.0
C 0.402 -3.932 -3.513 0.0 0.0 0.0
C 1.179 1.378 5.947 0.1 -0.2 0.3
C -2.744 -0.173 -2.130 0.1 0.3 0.1
H 4.411 -1.614 4.826 0.0 0.0 0.0
O 1.521 0.954 7.187 0.1 0.2 0.1
C 0.569 -2.534 -5.460 0.0 0.0 0.0
H 4.423 2.476 3.529 0.0 -0.1 0.0
H 4.028 0.306 -0.705 0.1 0.0 0.0
H 1.132 2.182 8.819 -0.2 0.0 0.1
C -2.580 1.656 0.900 0.1 0.0 -0.5
H 0.710 -0.436 -5.120 -0.1 0.1 0.0
C 0.895 3.505 4.772 -0.1 0.1 -0.2
H -2.819 3.537 -0.073 0.0 0.0 0.1
H 0.472 -4.677 -5.526 0.0 0.1 0.0
C 0.046 3.869 -2.590 0.0 0.0 0.0
H 3.740 -6.137 -0.252 0.0 0.1 0.0
C -3.651 2.811 3.142 0.0 0.0 0.0
C 2.412 0.040 -2.117 0.0 0.1 -0.1
C -0.615 4.020 -3.806 0.0 0.0 0.0
N -2.060 0.882 -0.196 0.3 -0.2 -0.8
C 0.351 2.600 -2.128 0.0 0.0 0.0
H -3.813 -1.308 3.125 -0.1 0.0 0.0
C 0.302 0.664 2.492 -0.2 -0.5 -0.6
```
Positions in Å, forces in eV/Å.

Output
Highest occupied orbital energy in eV: -15.27
Maximum force in eV/Å: 1.7
Charge: +3
LUMO energy in eV: -9.80



No. 4
Formula: C33H47N7O12
Source: OMol25
Level of theory: ωB97M-V/def2-TZVPD

```
99
Properties=species:S:1:pos:R:3:forces:R:3
H 3.609 1.616 1.216 1.8 -0.7 0.5
H -5.522 -1.538 4.723 0.2 0.4 -1.9
C -0.222 -0.599 -6.065 -6.5 -5.6 -1.8
C 1.233 -3.049 3.497 -2.2 1.4 -0.1
H 2.105 -3.338 2.881 -0.7 1.2 -0.3
N -5.426 -1.637 1.874 -3.9 -3.6 0.8
H -2.460 -0.228 2.635 -1.3 0.6 -0.9
C -2.500 -2.114 -4.879 4.6 4.8 1.2
C -1.130 3.581 0.040 -6.9 2.2 1.8
C 0.773 -1.003 2.107 -8.2 -0.9 -3.2
H -1.202 2.776 3.176 -1.1 -0.9 1.9
H -3.874 -3.502 2.984 -2.0 -1.2 1.5
H -4.563 1.514 2.499 0.1 2.9 2.5
C -4.404 0.684 1.953 -3.1 -2.3 -0.8
H 2.857 -0.984 -2.326 1.5 0.4 -1.5
C -5.474 -0.354 2.591 1.3 0.5 1.3
H 0.423 -1.704 1.161 0.5 1.3 2.1
O -4.406 -3.515 -4.853 1.9 1.6 0.5
N 0.788 0.873 -1.244 -1.6 -1.4 2.1
C 4.292 0.667 -2.875 4.5 -6.5 -6.7
O -0.320 0.204 -1.065 1.6 0.9 0.1
H 1.577 -3.184 4.501 -0.1 0.3 0.8
H -3.435 -3.382 -0.428 -0.9 1.0 1.2
C -5.227 -0.594 4.148 6.6 -7.6 -5.7
H -7.422 -0.224 3.445 0.4 0.5 -2.8
C -6.807 0.184 2.521 -3.0 2.7 1.2
C 7.637 2.181 0.556 -0.6 2.0 1.6
C 5.511 0.962 -3.799 -2.4 -3.9 1.1
C -0.374 -0.626 -4.699 -1.5 1.0 1.3
H -4.052 -0.506 4.248 -1.9 -0.9 -0.2
O 9.528 1.157 2.439 -3.4 -0.3 0.2
O 8.010 0.158 3.615 -1.0 0.4 -0.4
H 3.664 1.346 -2.507 -1.9 2.9 2.1
C 5.361 -1.428 -4.751 0.4 1.3 -0.1
H -4.970 -3.881 0.274 0.1 -0.2 0.7
H -1.922 5.253 2.749 -2.4 -2.0 -2.4
C 6.461 2.956 -0.130 3.0 -2.1 0.9
C -4.126 -2.079 1.361 1.2 -1.3 -3.1
H -3.327 4.028 2.176 -2.2 -2.0 2.0
O 1.061 1.302 -2.329 0.4 0.7 -2.1
H -4.845 1.005 0.973 0.3 -0.5 0.5
H -3.788 -0.382 -0.138 0.3 -1.2 1.1
C -1.560 -1.193 -3.965 0.9 -2.5 -8.7
H -1.789 -1.101 -2.997 -0.3 0.5 3.6
N 0.479 -1.614 3.307 2.1 -3.8 3.1
C 6.100 -0.152 -4.735 -1.8 0.7 3.1
H 0.451 0.087 -4.379 -1.6 -1.2 1.5
C -2.526 4.530 1.816 6.6 0.8 4.5
H -6.650 1.271 2.833 -0.4 -1.2 -0.4
H -5.396 -0.024 4.848 -3.2 7.7 5.8
N 6.122 2.311 -3.645 0.2 -0.6 -2.3
H 0.093 -0.129 1.989 1.0 -0.3 0.0
C 5.171 2.703 0.128 -2.1 -2.4 2.8
H 0.541 -0.150 -6.517 3.2 2.0 -1.4
O -1.899 3.908 -0.869 0.7 0.5 1.6
C 4.187 -1.754 -4.007 0.7 3.7 2.2
C 3.736 -0.743 -3.040 0.2 1.3 0.1
H 7.145 -0.054 -5.218 -2.2 0.1 0.8
H 8.791 2.526 0.458 -3.1 -1.1 -0.1
C -0.302 -1.120 4.328 0.1 -0.6 -1.4
H -2.289 -1.257 0.412 -2.0 0.1 0.5
H 6.449 3.683 -0.928 1.8 0.2 -0.1
C -3.331 -0.875 0.790 2.5 -2.2 -3.9
H -2.499 0.948 1.388 1.2 1.0 -1.0
H -2.647 -2.394 3.024 0.2 1.9 1.1
C 4.745 1.659 1.140 3.0 1.4 -0.4
C 5.825 1.019 1.956 -1.3 3.2 -2.1
O -0.857 -0.025 4.288 0.2 -0.7 0.3
O -3.644 -2.860 -2.940 0.9 0.7 -2.0
H -4.922 -2.470 -0.549 -1.2 1.6 -2.1
H -0.348 3.071 -0.154 6.2 -3.5 -1.4
H 5.724 -2.241 -5.393 0.2 0.6 0.1
O -6.481 -2.372 1.777 5.3 3.9 0.2
H -7.194 0.268 1.455 -0.2 -0.6 1.6
C -2.285 -2.065 -6.325 2.3 0.2 0.4
C -1.135 -1.394 -7.072 -0.8 1.1 9.0
C -0.607 2.979 2.356 -1.0 9.9 4.2
N -3.572 -2.851 -4.190 -1.9 -1.6 0.2
C -3.073 0.142 1.735 1.3 0.7 3.6
H -2.968 -2.788 -6.697 -0.4 -0.3 -1.6
H 4.420 3.376 -0.334 0.3 -0.9 0.3
H 3.651 -2.711 -4.034 0.5 0.5 -0.2
O 1.567 1.074 -0.274 -0.5 -0.3 0.1
H -0.503 -1.905 5.115 0.4 0.8 -0.3
N -1.397 3.628 1.423 -3.7 2.6 -5.2
H 1.684 -0.859 1.849 6.3 1.5 -0.9
O 5.346 3.272 -3.518 1.9 -1.4 0.4
H -2.710 -3.458 2.029 5.3 -5.4 -4.9
H 0.409 -3.741 3.317 0.4 -0.3 -0.1
C -3.335 -2.867 2.383 -3.9 4.9 3.0
H -2.974 5.199 1.206 -0.2 2.0 -3.0
H -0.247 2.227 1.975 4.4 -7.9 -3.6
C -4.357 -2.996 0.120 1.1 -2.0 0.9
H -0.700 -1.277 -8.009 -0.6 -0.7 -2.1
O 7.346 2.319 -3.888 -2.0 1.0 1.0
C 7.293 1.396 1.725 -3.5 0.3 -2.1
H 5.392 0.579 2.854 1.0 -0.5 -0.2
N 8.298 0.870 2.682 3.9 0.3 -1.1
H 0.139 3.800 2.721 -0.4 -1.9 -0.2
```
Positions in Å, forces in eV/Å.

Output
Highest occupied orbital energy in eV: -8.14
Maximum force in eV/Å: 11.6
LUMO energy in eV: -4.52



No. 5
Formula: CH4BrCuN2O
Source: OMol25
Level of theory: ωB97M-V/def2-TZVPD

```
10
Properties=species:S:1:pos:R:3:forces:R:3
H -5.263 -20.372 6.343 -0.2 0.1 0.1
O -5.221 -20.554 8.833 -1.7 -5.8 4.7
N -4.552 -18.526 8.751 0.5 2.1 2.1
C -4.960 -19.603 8.182 1.6 2.3 -4.1
H -4.847 -17.733 8.200 0.6 1.1 0.8
Cu -2.985 -14.788 3.854 -0.7 -1.3 0.9
Br -4.177 -16.805 5.317 0.7 1.2 -0.7
N -4.977 -19.587 6.910 -0.8 -1.0 -3.3
H -4.594 -18.771 6.454 0.3 0.3 -0.6
H -4.000 -18.635 9.590 -0.2 0.9 0.2
```
Positions in Å, forces in eV/Å.

Output
Highest occupied orbital energy (spin up / spin down) in eV: -12.90 / -12.89
Maximum force in eV/Å: 7.7
Charge: +1
Spin multiplicity: 2
LUMO energy (spin up / spin down) in eV: -5.07 / -8.53



No. 6
Formula: C3H11NP
Source: OMol25
Level of theory: ωB97M-V/def2-TZVPD

```
16
Properties=species:S:1:pos:R:3:forces:R:3
H 0.447 2.142 -0.415 1.0 0.8 -0.3
P 1.239 -0.100 1.125 -0.8 -0.5 -0.9
C 0.700 0.274 -0.597 1.5 -2.6 3.1
H 2.012 1.606 -0.983 0.0 1.4 -0.8
H 0.216 0.593 1.768 0.0 1.1 0.1
C 0.363 -1.669 1.639 2.1 0.1 1.0
H 0.707 -0.423 -1.363 -0.2 -1.6 -1.1
H -1.741 0.553 -1.790 0.3 0.4 0.4
H -2.050 0.580 0.122 0.4 0.2 -0.4
H 1.111 -2.263 2.251 -1.2 0.8 -0.3
H 0.071 -2.315 0.876 -0.4 -0.9 -1.6
N 0.994 1.551 -1.067 -1.8 1.5 -0.3
C -1.755 0.084 -0.805 -3.6 -2.5 -0.5
H 0.490 1.660 -1.984 1.5 0.3 0.5
H -2.285 -0.948 -0.927 1.2 1.8 0.4
H -0.520 -1.328 2.151 -0.1 -0.3 0.6
```
Positions in Å, forces in eV/Å.

Output
Highest occupied orbital energy (spin up / spin down) in eV: -11.43 / -14.17
Maximum force in eV/Å: 4.4
Charge: +1
Spin multiplicity: 3
LUMO energy (spin up / spin down) in eV: -3.78 / -5.83



No. 7
Formula: C4H7NO
Source: OMol25
Level of theory: ωB97M-V/def2-TZVPD

```
13
Properties=species:S:1:pos:R:3:forces:R:3
H 2.675 0.048 -0.881 -0.1 0.0 -0.1
H -2.262 0.427 0.640 0.1 -0.1 -0.1
H -2.084 -1.267 0.137 0.1 0.1 -0.1
H -2.259 0.025 -1.077 0.0 0.0 0.1
C -1.814 -0.234 -0.107 -0.1 0.0 0.0
C -0.352 -0.026 -0.169 0.0 -0.2 -0.3
C 0.731 1.170 -0.234 0.1 0.6 -0.1
O 0.593 2.360 -0.233 0.1 -0.5 0.1
H 0.668 -1.798 -0.656 -0.1 0.1 0.0
C 1.728 0.125 -0.373 0.2 0.2 -0.3
H 0.498 -0.062 1.843 0.1 0.0 0.3
N 0.644 -0.793 -0.524 -0.4 -0.1 0.2
H 1.235 0.024 1.634 -0.2 0.0 0.3
```
Positions in Å, forces in eV/Å.

Output
Highest occupied orbital energy (spin up / spin down) in eV: -7.33 / -7.33
Maximum force in eV/Å: 0.6
LUMO energy (spin up / spin down) in eV: -0.04 / -0.04



No. 8
Formula: Cl3HN2
Source: OMol25
Level of theory: ωB97M-V/def2-TZVPD

```
6
Properties=species:S:1:pos:R:3:forces:R:3
Cl 1.532 0.958 -1.055 -0.1 -0.5 0.1
N 0.644 -0.330 -0.219 0.1 -1.9 -3.4
H 0.172 -0.930 -1.094 1.2 2.0 2.9
Cl -1.623 0.782 -0.260 -1.2 -0.1 0.2
N -0.239 0.276 0.596 0.3 0.1 1.2
Cl -0.487 -0.757 2.031 -0.4 0.5 -1.1
```
Positions in Å, forces in eV/Å.

Output
Highest occupied orbital energy in eV: -10.14
Maximum force in eV/Å: 3.9
LUMO energy in eV: -0.69